Molecular formula: C76H117As2F12N11O3
Method: DFT, wB97M-V/def2-TZVPD

The value obtained for the HOMO-LUMO gap is 4.82 eV. Its energy is -9460.8258 hartree. For the LUMO energy, the calculation gives -17.0265 eV.

```
! RIJCOSX wB97M-V def2-TZVPD def2/J DEFGRID3
* xyz 8 1
H -1.39561 -8.35072 -8.03492
H -1.82066 -1.15402 2.65155
C -3.35994 -2.31253 -4.44918
F -0.07620 4.18503 3.04119
F -1.72678 5.05032 4.64148
H -4.85064 1.63979 -5.07225
H -2.26803 -0.22882 5.29514
F -8.33931 -2.05494 2.27809
C -3.68932 3.44881 -3.14870
H 3.43106 1.83948 1.40164
C 3.77319 3.68792 2.33604
H -2.28329 -3.96818 3.67074
C -4.77587 -3.22533 -2.30158
H 4.48732 0.21109 -3.99427
C -2.27315 -5.81406 -5.12741
F -2.61101 3.72880 2.82775
H 2.22628 7.59121 2.54049
H 1.92693 -1.10264 -0.64951
C 2.77144 4.35081 1.32571
F -6.30994 -2.26394 0.95105
C -3.26360 2.99571 -5.52845
H 5.25464 -0.11266 14.59500
H -1.62626 4.08878 -6.40692
H 2.13705 -6.29963 -1.15658
H 3.49319 -2.24338 -2.41696
H 0.89799 0.37373 4.51979
C -3.30951 3.70324 -1.87542
C -5.96068 2.11365 0.98386
H -3.81520 2.97799 -10.25145
H 5.40749 -0.03033 9.94629
H 4.03123 1.62178 5.74140
H 4.67793 1.62738 14.39718
C -4.73200 -2.17416 4.05674
N -2.01603 -6.40444 -7.44612
C -1.42808 3.36953 -3.88602
C 7.74264 -1.62327 -3.69216
H -3.99682 3.98169 -1.09028
C 4.61621 0.01924 10.67965
H 1.08395 7.13742 0.56941
H -3.53672 -3.42657 -7.14104
C 4.16419 6.48955 -0.54452
H -0.51444 3.92412 -0.08392
H -0.67075 3.31770 -4.65425
C 0.98821 -5.86681 1.02244
H -5.91062 -0.06926 2.63925
C -2.75458 -1.19959 5.20049
H 0.31004 -4.24950 -5.13947
C -2.59838 -1.87554 2.90186
C 1.80503 -0.40012 8.20381
C -4.06763 0.18495 3.53623
H -5.35080 -3.55137 -1.44745
H 6.43761 0.01264 -2.80019
H 5.01141 5.92344 1.36609
N 2.36510 0.44487 6.02259
N 0.67984 -5.20815 -0.22275
H 6.87183 -1.30386 -1.72973
H -4.50420 -5.19120 -3.11031
H -3.21407 0.85220 3.41659
H -1.28834 -7.61885 -5.90442
H 0.05422 0.88272 -6.93347
H -4.42375 -3.08311 4.57335
C 5.73299 -2.99263 -3.88197
C -1.00760 3.68543 -2.58857
H -2.83775 -1.88358 -5.29163
F -7.88441 -4.11769 1.13666
C -4.41977 2.27609 -5.83111
H 8.73876 -1.46300 -3.27967
C 4.91797 -0.05995 12.05039
H 0.52530 -0.53032 -7.97342
F -0.05899 3.12023 5.31000
H 2.59988 -0.18940 4.03251
C 1.97757 0.49292 4.61154
H -5.45927 2.37279 3.08137
H -3.28700 -1.29246 6.14707
H -1.20046 0.82284 1.04759
F -2.57135 2.66064 5.12283
N -4.51525 -1.89339 -2.45158
H -4.58892 -0.05207 1.45557
C -2.72750 -5.27571 -7.82304
C 3.84386 1.04021 7.84497
H -5.63788 1.57799 -7.49874
N -1.98038 3.83102 -1.61557
H 0.02156 3.80826 -2.28502
C 2.77764 6.96704 -0.87968
H -2.42542 4.02979 -8.64052
C 0.29935 -3.19221 -4.91941
H 4.67082 1.64257 8.19095
H -5.49122 -1.70492 4.68243
H 2.45633 0.39139 0.14812
H 1.83195 -4.90710 -3.33945
H 2.88132 6.31229 3.49988
H 4.33172 -0.80933 1.35623
H 7.72195 -1.20099 -4.69682
C 4.21519 2.24921 2.03834
C 1.27184 -4.74479 -2.43042
C 4.58969 -0.80790 -4.36747
H 2.92278 4.01867 0.29864
H 2.23530 1.50936 4.31403
C -3.00956 3.52536 -7.88505
C -1.55173 4.22521 -0.23044
C 3.44124 1.15124 6.51400
H 1.14141 -1.02960 8.77807
F -0.96822 1.87477 3.33365
H -4.13518 2.27017 1.93024
N 5.30377 -1.61964 -3.21320
H 3.67230 -1.30229 -4.68698
H -1.70840 -3.15430 5.77834
C 2.72045 0.51164 12.58290
C -4.82643 2.20657 -7.16283
H 5.21524 -3.08993 -4.83621
O -1.01116 1.31194 0.24351
C -5.12230 1.87593 2.17160
H -0.53553 -6.96022 -8.77345
H 0.67735 -0.79444 -2.56674
C 0.64570 -0.02940 -7.01285
C 4.14541 6.45691 0.97423
C 2.19351 6.51039 2.67782
C -1.63062 -2.39840 4.99689
H 1.68825 -5.14962 1.45102
H 4.08281 7.49943 1.28618
H -0.78191 -2.32262 -1.28906
C -4.65622 2.88047 -9.56495
H -6.16680 3.18387 0.96817
H 5.34447 -3.73275 -3.18242
As -7.98136 -2.43434 0.57274
C 0.26500 -2.30012 -6.06531
H 0.27257 -2.57205 -7.11048
C 3.86227 -0.38596 -1.41455
C 1.41950 -5.50988 -1.32334
H 4.26583 1.63180 2.93519
H -2.03792 -6.01462 -4.09259
H -5.11261 -2.40138 3.06095
H -5.27389 3.76887 -9.69659
H -4.65438 0.40398 4.42833
H -3.03488 -2.15368 1.94259
H -3.57340 -0.35025 -3.64106
C -4.95478 0.38787 2.38331
N 2.71250 5.91821 1.34105
C -1.80462 -6.69450 -6.11757
C -0.23935 -3.25534 -1.33434
H 0.01025 -5.97756 1.49086
H 2.58903 6.49711 -1.84493
H -5.03333 -1.44183 -0.42086
C 7.25699 -3.09466 -3.76348
O -1.66361 0.48615 -1.80486
C 4.36056 -1.77389 -1.95290
H -0.66143 -3.93390 0.72925
H -2.20761 -7.27306 -9.26925
H 6.09633 1.51737 1.01431
C 6.68538 -1.04848 -2.77286
C -4.99681 -0.96809 -1.40184
N 4.00629 0.26502 12.96724
H 5.95399 -0.18749 12.32751
H -5.39884 2.03650 0.05302
H 4.73101 0.19685 -1.10839
H -0.64326 -1.99694 5.22503
H -4.26429 -0.16273 -1.34790
H -5.95274 -0.64103 -1.81090
C -3.54955 -3.70179 -4.38664
C 0.55878 -1.34968 -3.48547
H 2.70188 -1.07955 1.87991
As -1.30924 3.43201 4.08765
N -4.14543 2.87622 -8.18002
H -0.88051 -3.21962 3.20210
C -1.84974 -2.96882 3.63314
H 4.63290 4.32339 2.54861
C 5.53308 2.38579 1.35590
C 3.00447 0.26251 8.69758
C -1.50019 -7.34549 -8.44317
F -7.53963 -2.91472 -1.10761
O -1.82687 -0.67586 0.00528
H 4.40263 5.51314 -0.96626
H 3.39941 0.25993 -2.16066
C -2.98787 -4.63570 -5.44760
C 0.37291 -2.73005 -3.61213
H 1.72162 0.14022 -6.97134
H -2.68116 -5.04732 -8.87760
H -4.74012 3.47174 -3.39709
H 1.30208 0.47004 10.85987
N 0.41969 -0.96607 -5.87046
C -3.78081 -1.40029 -3.49684
H 6.26413 2.89676 1.98246
H 5.27095 -0.78834 -5.21811
C -2.78136 3.19744 -4.13251
H -1.73425 5.29980 -0.23708
H 5.53490 2.99640 0.45298
H -2.15452 3.85421 0.59848
H 3.69629 0.24747 15.03154
H 1.36652 -6.87625 0.86117
H -6.89169 1.55040 0.92002
H -5.18203 1.97374 -9.86407
H 4.78468 -2.42187 -1.18586
F -8.07628 -0.71459 0.12541
H 1.26454 5.61819 -0.20249
H 3.33538 -2.33855 1.03664
N -3.59153 -1.19287 3.88272
C 2.79336 -0.54943 -0.28705
C -2.52550 3.51636 -6.58044
C 1.64925 -0.35759 6.86037
H 1.19934 6.07854 2.79285
C 1.84420 6.44578 0.20640
H 4.94280 7.17109 -0.88713
C 4.44969 0.56507 14.31068
C -3.08205 -4.35049 -6.81540
H 3.29814 3.57650 3.31072
H 1.74356 4.06808 1.55292
H 7.44255 -3.64740 -2.84253
C 0.58417 -0.44597 -4.59080
F -9.77113 -2.66266 0.23143
C -4.26626 -4.15317 -3.28998
H 2.02189 0.63209 13.39771
C 2.32268 0.40633 11.20731
H 0.58816 0.63160 -4.51850
C 3.38385 -1.24968 1.04680
C -1.49388 0.38200 -0.54535
H 7.62415 -3.64007 -4.63286
H 2.87044 8.05060 -0.95308
H 0.86030 -0.94618 6.41594
C -0.09757 -4.09367 -0.17791
C 0.44322 -3.58918 -2.44601
C 3.28903 0.26015 10.18699
*
```

Here are the Löwdin charges for atoms 1 to 4, given in e: atom 1 (H): 0.13, atom 2 (H): 0.11, atom 3 (C): 0.00, atom 4 (F): -0.30